DFT (ωB97M-V/def2-TZVPD) results for a cluster of 5 separate species, C45H38BrCl2NO17S in total.

```
105
Properties=species:S:1:pos:R:3:forces:R:3
Br -2.684 0.007 -5.716 -0.0536 0.0262 -0.0939
Cl -5.502 0.905 3.615 -0.0907 -0.1786 -0.1346
Cl -2.451 3.646 2.419 0.0622 0.2399 -0.1002
S -2.024 1.955 -0.734 0.1276 0.1288 0.0024
O 8.939 3.373 -3.676 -0.0282 -0.0349 0.0105
O 6.732 -0.153 -0.123 0.0067 0.0281 -0.0022
O -0.842 -2.831 -1.827 0.0399 0.0012 -0.0541
O 1.491 2.580 -3.554 0.1031 0.0001 -0.0266
O 2.502 3.132 -5.895 -0.0477 0.0014 0.0294
O 0.991 -1.150 5.367 -0.1067 0.0096 0.0931
O -0.075 -1.782 7.661 0.0337 -0.0023 -0.0253
O 5.271 -2.498 6.765 -0.0324 -0.0067 0.0245
O 3.465 -2.870 0.030 0.0974 0.0435 -0.0075
O 4.198 -3.174 9.040 0.1014 0.0030 -0.0338
O 4.516 -1.727 -2.058 0.0189 -0.0404 0.0326
O 0.235 -1.720 -3.991 -0.1319 0.0068 0.0796
O -2.783 -1.763 -3.629 -0.1291 -0.1182 -0.1354
O -2.819 3.900 -4.885 0.0321 -0.0007 -0.0180
O -1.821 4.406 -7.240 -0.1040 0.0140 0.0424
O 8.197 1.839 0.708 -0.0490 -0.0867 0.0484
O 7.423 1.420 -4.500 0.0544 0.0746 -0.0569
N -2.937 1.022 1.910 -0.0297 0.4461 -0.1294
C 2.432 -1.662 -3.145 -0.0753 0.0258 -0.0737
C -4.896 -1.493 -0.041 -0.0803 0.0030 0.0200
C -4.561 2.392 3.351 0.2233 0.3880 -0.0028
C 3.196 -1.780 5.929 -0.1064 0.0711 -0.1105
C 0.403 3.810 -6.706 -0.1252 0.0603 -0.1025
C -0.698 0.650 2.804 -0.0605 0.0139 -0.0229
C -3.482 0.453 -2.991 -0.2642 -0.0680 -0.1564
C -6.057 -3.056 1.626 -0.2225 -0.1027 -0.1209
C -5.501 3.588 3.227 0.3473 0.0027 -0.0933
C -3.219 0.669 -0.507 0.3144 0.3452 0.0807
C -4.336 -0.787 1.011 0.0343 -0.2192 0.2804
C -3.017 -0.639 -3.908 0.2611 -0.0842 0.1418
C -5.192 -3.921 -0.578 0.0780 0.0322 0.1126
C 8.065 1.786 -0.501 0.1609 0.2342 -0.1082
C -3.613 2.325 2.131 -0.1882 -0.5483 0.1439
C -0.719 3.226 -4.077 0.1047 -0.0516 0.1414
C 6.994 0.513 -2.360 -0.0410 -0.0777 -0.2349
C -1.008 4.003 -6.429 0.2809 -0.0257 -0.1468
C -0.927 1.478 0.573 -0.4236 -0.0197 -0.3238
C 1.227 -1.994 7.526 -0.1017 -0.0381 0.1269
C 0.444 1.493 0.407 0.1137 0.0589 -0.0310
C 8.664 2.722 -1.435 0.0152 -0.0019 0.1609
C 0.460 -2.603 -1.832 -0.0801 -0.0033 0.1132
C -1.520 3.689 -5.045 -0.0839 -0.0664 0.1055
C 2.667 -2.623 -0.857 -0.2769 -0.0825 0.1070
C 3.211 -1.968 -2.101 0.0725 0.0908 -0.1274
C -3.519 0.307 0.801 -0.1042 -0.1624 -0.2035
C -5.784 -2.706 0.164 0.1935 -0.0657 0.0733
C 1.203 3.345 -5.737 0.1070 -0.0022 -0.1362
C 0.686 3.013 -4.359 -0.2824 -0.0081 0.1287
C 1.010 -1.960 -3.087 0.2420 0.0778 -0.0806
C 1.250 -2.911 -0.792 0.1283 -0.0296 0.1083
C 7.222 0.663 -1.050 -0.0954 -0.1229 -0.0284
C -1.506 1.064 1.762 -0.0295 -0.2070 0.4008
C 3.413 -2.703 8.239 -0.2771 0.0036 0.1384
C 8.439 2.571 -2.747 0.0965 0.1393 0.0188
C 1.242 1.095 1.465 0.2816 -0.0566 0.1057
C 0.678 0.672 2.656 -0.1210 -0.0566 0.1604
C 1.781 -1.602 6.179 0.2763 -0.0044 -0.1467
C -3.750 -4.246 -0.185 0.0785 0.0177 -0.0819
C -4.617 -1.069 -1.335 -0.2348 -0.0671 -0.0758
C 3.969 -2.296 6.895 0.0923 0.0277 -0.1299
C -3.782 0.001 -1.590 0.1693 0.1144 0.0185
C 7.578 1.457 -3.293 -0.1432 -0.2060 0.1718
C 1.998 -2.512 8.491 0.1127 -0.0601 0.1102
H -4.513 -1.096 2.026 -0.0042 0.0194 0.1405
H 1.292 0.334 3.475 0.1209 -0.0097 0.0378
H 0.867 -3.368 0.110 -0.0341 0.0042 -0.0096
H 7.048 0.189 0.735 0.0241 0.0277 0.0057
H -6.750 -2.485 -0.296 -0.0311 0.0748 -0.0826
H -1.077 2.994 -3.085 -0.0068 0.0144 0.0122
H -2.684 1.195 -3.022 0.0137 0.1031 0.0276
H -6.920 -3.722 1.664 -0.0025 -0.0679 0.0422
H 0.877 1.802 -0.534 0.0224 0.0134 -0.0815
H -5.055 -1.613 -2.162 -0.0095 0.0302 -0.1007
H 2.319 1.082 1.372 0.0501 0.0675 -0.1415
H 2.826 2.788 -5.040 -0.0088 -0.0104 0.0256
H 2.815 -1.193 -4.040 0.0070 -0.0026 0.0039
H -3.149 4.219 -5.748 0.0180 0.0032 -0.0343
H -3.037 -3.699 -0.800 0.0118 0.0623 0.0427
H -1.169 0.322 3.720 0.0341 -0.0627 0.0676
H 4.824 -2.046 -1.186 -0.0196 0.0210 0.0399
H 6.387 -0.291 -2.753 -0.0207 0.0254 0.0124
H -1.233 -2.522 -2.669 0.0596 0.0188 -0.0180
H -5.825 3.716 2.195 -0.1946 -0.0911 -0.0236
H -4.175 2.587 1.237 -0.0111 0.0692 -0.0732
H -4.349 0.929 -3.454 0.0016 0.0429 -0.0614
H 1.609 -2.797 9.459 -0.0215 0.0019 -0.0095
H -3.943 2.523 4.235 0.0078 -0.2530 0.1122
H 0.764 4.047 -7.697 0.0201 -0.0133 0.0058
H 9.276 3.518 -1.035 -0.0020 0.0100 -0.0210
H -0.380 -1.410 6.810 0.0214 0.0063 -0.0301
H 3.586 -1.490 4.964 0.0180 -0.0211 0.0006
H 5.572 -2.885 7.611 -0.0203 -0.0074 0.0294
H -5.223 -3.725 -1.649 -0.0828 -0.1235 -0.0966
H -4.953 4.485 3.505 -0.0774 0.1013 0.0438
H -6.297 -2.189 2.236 -0.0270 0.0915 0.0039
H -3.535 -5.307 -0.306 -0.0132 -0.0623 -0.0678
H 8.611 3.034 -4.532 -0.0204 -0.0263 -0.0053
H -3.533 -3.996 0.853 -0.0321 0.0190 0.0948
H -5.832 -4.784 -0.391 -0.1069 -0.0102 0.0007
H -6.364 3.470 3.872 -0.0546 0.0376 0.0613
H -5.226 -3.586 2.085 0.1291 0.0725 0.0700
```
Forces are in eV/Å.

For the HOMO-LUMO gap, the calculation gives 6.872 eV. The total energy is -189501.141 eV. The multiplicity is 1. The SMILES is CC[C@@H](C)c1cc(CC(=O)Br)c2c(c1)N([C@H](Cl)[C@@H](C)Cl)c1ccccc1S2.O=C1C=C(O)C(=O)C=C1O.O=C1C=C(O)C(=O)C=C1O.O=C1C=C(O)C(=O)C=C1O.O=C1C=C(O)C(=O)C=C1O. As for the HOMO energy: -8.5 eV.